[1]
C24H45Cl3N3O4SiTb | ωB97M-V/def2-TZVPD

DFT total energy: -3901.350500 hartree
Spin multiplicity: 7
LUMO level (alpha / beta): 0.2033 / 0.2074 eV
Kohn-Sham gap (alpha / beta): 6.21 / 6.11 eV
Maximum force: 0.05734 hartree/bohr
Charge: 0

```
81
Properties=species:S:1:pos:R:3:forces:R:3:mulliken_charge:R:1
C 4.09860 -3.80685 0.57028 0.6496 -0.7948 0.2885 -1.51
C 3.30533 -3.11028 -0.44355 -0.6592 1.1118 -1.2593 0.10
H 4.67710 -4.62081 0.14191 0.2638 -0.0061 -0.0216 0.49
H 3.46687 -4.25265 1.33235 0.0051 -0.0440 -0.0205 0.14
H 4.75914 -3.08336 1.07453 -0.0797 -0.3637 -0.0919 0.32
C 3.22312 -3.41961 -1.75194 -0.3309 0.4384 1.0570 0.32
C 3.79258 -4.60419 -2.42296 0.5944 -0.5728 -0.6545 -1.71
H 2.68610 -2.77601 -2.44136 0.1451 -0.0365 0.4391 0.45
H 3.25998 -5.54193 -2.19836 0.3208 0.2164 0.2046 0.28
H 4.87261 -4.69703 -2.20336 -0.4720 -0.3028 -0.1376 0.41
H 3.66685 -4.46007 -3.50586 0.3109 -0.1629 0.2228 0.40
Tb -1.77849 1.66978 0.78725 0.3487 -0.4050 0.6427 0.30
Cl -3.35225 0.59980 2.58704 -0.3057 0.0212 0.0971 -0.60
C -0.36935 3.40185 -1.72549 -1.5766 -1.5244 0.2483 0.34
O -1.16084 2.59049 -1.14855 1.3443 1.8982 -1.8119 -0.50
N -0.35307 3.54474 -3.05107 0.3247 0.1978 0.4983 0.26
C -1.24649 2.78886 -3.91247 0.1256 -0.1132 -0.2757 -0.93
C 0.63037 4.41343 -3.68722 0.1824 0.1751 -0.2373 -0.83
H 0.31021 4.02825 -1.15034 0.1589 -0.0476 0.0709 0.20
H -2.05448 2.34704 -3.32419 0.2245 0.1480 -0.0802 0.23
H -0.68089 1.99158 -4.42300 -0.2129 0.2109 0.1601 0.26
H -1.65487 3.47433 -4.66802 0.0403 -0.2336 0.1908 0.39
H 1.15479 4.98930 -2.91596 -0.1275 -0.1407 -0.2195 0.30
H 0.13813 5.11029 -4.38603 0.0721 -0.2273 0.3454 0.31
H 1.38001 3.84569 -4.26919 -0.3767 0.0381 0.3453 0.27
H -6.21269 4.35300 2.54297 -0.4119 0.0286 -0.1604 0.37
H -5.17509 4.91047 4.63422 0.0800 -0.0399 0.0017 0.31
C -5.45753 3.63846 2.24777 0.2488 0.4133 -0.1979 -1.01
C -4.46323 4.09665 4.48625 0.2993 -0.3487 -0.1835 -0.90
N -4.26953 3.92071 3.03903 -0.5177 -0.0027 0.4742 0.21
H -5.19650 3.75154 1.19797 -0.1767 0.0826 0.0352 0.28
C -3.10107 3.61337 2.53553 1.1865 -0.3901 -1.7252 0.02
O -2.77958 3.61775 1.30134 -1.7007 0.6646 1.5131 -0.67
H -3.51608 4.36366 4.97669 -0.3026 -0.1361 -0.2958 0.35
H -2.36290 3.19919 3.19749 0.6274 0.5756 0.9360 0.54
H -5.77395 2.60744 2.41876 -0.0448 0.0549 0.1305 0.29
H -4.86191 3.18413 4.94493 0.0585 0.1049 -0.1108 0.33
H -0.55193 -2.78677 -0.02183 -0.2221 0.2008 -0.1949 -0.08
H -0.47203 -3.48958 -2.66948 -0.3020 0.3772 -0.0151 0.42
C -1.58326 -2.84114 -0.39892 0.1507 -0.3070 0.3189 -0.59
C -1.36517 -2.86457 -2.84887 0.0815 -0.1637 -0.1435 -0.96
N -1.71213 -2.11544 -1.65034 -0.1363 0.5357 -0.2006 0.26
H -2.24572 -2.42941 0.35889 -0.0419 -0.0488 -0.2067 0.45
C -2.00373 -0.80700 -1.68445 -0.2933 -0.0953 2.1615 0.05
O -2.38039 -0.13263 -0.68532 0.3745 -1.1135 -1.6877 -0.56
H -1.14527 -2.16869 -3.66512 -0.1596 -0.2439 0.0795 0.33
H -1.87691 -0.33457 -2.64281 -0.0382 0.1764 -0.6625 0.35
H -1.79107 -3.90347 -0.57618 -0.2576 0.2705 0.0285 0.35
H -2.17188 -3.56137 -3.13333 0.1506 0.3904 0.0670 0.29
O 1.45165 -2.29327 0.86468 -0.4076 -0.1428 -0.0995 -0.43
C 2.61373 -1.87443 0.14112 -1.2168 0.1577 -0.1077 -0.11
C 1.29863 -1.24679 -1.90961 0.4540 0.0917 -0.2285 0.44
C 2.21240 -0.88918 -0.91349 -0.2581 0.6120 -0.5185 0.51
H 0.75248 -2.18028 -1.79356 0.2489 0.3720 -0.0181 0.75
C 1.22504 -0.51511 -3.09602 -0.1662 -0.1480 0.1187 -1.47
H 3.30167 -1.35864 0.80289 0.2872 0.0243 0.2895 0.55
C 2.79708 0.37942 -0.96317 0.1545 -0.3409 -0.7202 -0.08
H 0.62657 -0.89046 -3.93124 0.1161 0.1769 0.2509 0.36
C 1.99246 0.63456 -3.25255 0.2125 0.5552 0.2408 -0.72
C 2.72811 1.11718 -2.15215 -0.0847 -0.1123 -0.2626 -1.32
H 3.32195 0.74835 -0.08155 0.0776 -0.0326 -0.3649 0.46
H 2.01193 1.16702 -4.22218 -0.0074 -0.3154 0.6724 0.52
H 3.31058 2.03633 -2.26178 -0.2973 -0.2013 0.1586 0.37
Si 0.88944 -1.99544 2.43537 -0.1588 2.3008 1.6454 1.10
Cl 0.22769 0.34265 0.90808 0.9741 -1.4131 -0.1469 0.60
C -0.75448 -2.73562 2.63804 -0.8997 -1.8944 -0.5443 -1.14
C 0.23383 -0.66943 3.79052 0.4639 0.7101 0.4296 -1.27
C 2.45738 -2.58682 3.21819 0.5367 -1.1076 0.1804 -1.06
H -0.79120 -3.70402 2.16012 -0.4293 -0.6570 -0.1994 0.36
H -1.61109 -2.15177 2.28671 0.4968 0.2241 -0.0479 0.07
H -0.94884 -2.89473 3.69781 0.2302 -0.0322 0.0823 0.43
H 2.67003 -3.52660 2.67711 0.0746 0.4421 0.5989 0.07
H 2.49219 -2.82030 4.28989 -0.0479 0.4292 -0.2158 0.39
H 3.26269 -1.87685 2.93063 -0.4030 -0.3443 0.3937 0.29
H -0.82760 -0.34310 3.68441 0.7448 -0.2905 -0.4646 0.24
H 0.80686 0.25064 3.97705 0.0489 -0.1352 -0.2213 0.25
H 0.22375 -1.18798 4.78497 0.3162 -0.0535 -0.7186 0.33
Cl 1.69822 3.00074 1.43851 2.3440 0.1866 -0.9664 -0.21
C 0.11347 3.03820 2.05848 -2.9202 -0.2717 0.0010 -1.15
H 0.15940 2.73189 3.09796 -0.0890 0.2210 0.3212 0.41
H -0.24758 4.04949 1.92514 -0.0174 0.5225 0.4995 0.40
```
Forces are in eV/Å.

[2]
C24H45F3N4O6PS | ωB97M-V/def2-TZVPD

DFT total energy: -2650.124958 hartree
LUMO level: -3.1245 eV
Kohn-Sham gap: 5.99 eV
Maximum force: 0.17021 hartree/bohr
Charge: +1

```
84
Properties=species:S:1:pos:R:3:forces:R:3:mulliken_charge:R:1
O -2.44359 1.88219 0.92825 -3.2576 -2.5721 -3.6420 -0.48
S -3.38490 1.57780 -0.26171 1.8666 7.4288 1.4056 1.06
O -3.51452 2.90993 -1.08865 -0.1673 -5.7451 2.2544 -0.61
O -4.92084 1.19019 0.39074 2.0920 -1.0001 -2.3376 -0.46
C -2.73398 0.24815 -1.41510 0.6507 -1.2601 -2.0082 -0.93
C -1.10334 -0.05603 -1.22759 -0.1919 0.2837 0.8555 0.07
C -0.81138 -1.35667 -0.26561 -0.9986 -0.5457 0.2003 -0.62
C -0.06720 -2.61411 -1.03016 -0.1839 0.2424 1.4382 -0.63
C 1.45033 -2.29505 -1.55635 0.5504 -0.1118 0.5988 -0.01
C 2.39119 -1.20291 -0.76887 -0.7302 0.5265 -0.7072 0.02
O 2.52963 -1.28096 0.70313 -0.5577 1.4013 -2.2160 -0.54
C 3.78130 -1.45069 -1.66568 -0.9533 0.1605 1.5676 -0.64
N 3.15692 -1.42889 -3.07761 1.3773 2.6291 -1.4760 0.27
C 4.09629 -1.92970 -4.14631 3.0375 -1.5455 0.2635 -0.56
O 4.30288 -0.82792 -5.10339 1.4580 -2.7390 -2.2620 -0.33
C 5.12016 -1.23581 -6.25663 0.8539 1.8946 -2.3683 0.77
F 6.56560 -1.39614 -5.92108 -5.3478 0.0883 -0.9797 -0.21
F 5.06512 -0.07822 -7.22633 0.0976 -4.2843 3.7187 -0.24
F 4.61006 -2.40958 -7.00349 1.8987 3.8374 3.0760 -0.21
C 1.68673 -1.76132 -3.10399 -3.8376 -1.2192 0.9663 0.20
C 1.08996 -2.91176 -4.09880 1.4790 -0.7945 -0.9940 -1.09
C 1.11510 -2.54716 -5.69660 -0.9321 0.1497 -0.7029 -0.25
C 0.33125 -1.16120 -6.10423 -2.4963 3.8098 -1.2525 0.32
C -1.28654 -1.18181 -6.52524 1.6583 3.3725 -0.1542 -0.50
C -2.08848 0.21036 -6.98618 3.6130 0.7092 0.7484 -0.43
C -1.33260 1.68159 -7.05057 2.9787 -3.9013 1.5045 -0.40
C 0.25021 1.72217 -6.62346 -1.8517 -3.6107 -0.0060 -0.37
C 1.04267 0.34076 -6.17673 -3.3249 -0.2771 -0.7557 -0.05
H -5.39507 0.65094 -0.31438 0.5236 0.9458 1.0779 0.37
H -3.36959 -0.75224 -1.40671 1.2904 2.1317 0.4254 0.50
H -2.84593 0.67809 -2.51693 -0.0887 -0.4872 2.5996 0.42
H -0.59108 0.87065 -0.71531 -1.1612 -1.6294 -1.2567 0.29
H -0.68506 -0.18938 -2.31367 -0.8349 0.1969 2.0874 -0.29
H -1.88396 -1.76248 0.06648 2.4003 0.7431 -0.6300 0.45
H -0.26999 -1.07928 0.75867 -1.0196 -0.5003 -2.4710 0.21
H -0.80032 -3.03972 -1.83639 1.6722 0.9024 1.2507 0.18
H 0.03823 -3.47014 -0.20465 -0.1589 1.8784 -1.8838 0.34
H 2.04344 -3.29977 -1.39588 -1.1347 1.7175 -0.7899 0.37
H 1.94823 -0.14446 -1.10104 1.1262 -1.9910 0.8736 0.24
H 2.24329 -0.39561 1.10928 0.6221 -1.8826 -1.0531 0.38
H 4.50568 -0.51978 -1.53919 -1.2090 -2.4159 -0.4772 0.28
H 4.21622 -2.53076 -1.55313 -0.5556 2.3375 0.2781 0.42
H 3.15504 -0.38107 -3.26768 0.0230 -1.4447 -0.0047 0.54
H 3.82008 -2.95868 -4.62569 -0.0291 2.2322 0.8072 0.40
H 5.15063 -2.09454 -3.61055 -2.3246 0.3180 -1.0934 0.45
H 1.14140 -0.73680 -3.37850 1.0175 -2.2936 0.8236 -0.11
H 0.00020 -3.27668 -3.84968 2.2727 1.2504 -0.0116 0.27
H 1.78703 -3.87072 -3.96437 -1.5433 1.8736 -0.2375 0.32
H 2.20576 -2.54769 -6.12783 -2.1632 0.1819 0.8040 0.03
H 0.52682 -3.42928 -6.24580 1.3814 1.9505 1.1788 0.48
H -1.90268 -2.19460 -6.52452 1.5150 2.3733 -0.0218 0.27
H -3.22380 0.20370 -7.31889 2.6843 -0.2865 0.8497 0.31
H -1.82990 2.68465 -7.39144 0.8455 -2.3620 0.7310 0.32
H 0.88094 2.72449 -6.65951 -1.5692 -2.3826 0.0765 0.31
H 2.17977 0.44829 -5.92058 -2.3554 -0.2858 -0.6127 0.10
O -0.50505 -0.54077 6.21048 -2.2726 -1.1988 -3.9275 -0.78
P -1.28252 0.75467 5.87194 4.4228 2.6359 7.0778 0.94
N 0.17475 1.66638 5.73997 1.2081 0.5021 -1.1959 0.06
C 0.37077 3.08464 6.02171 -0.4290 0.3256 -0.1425 -0.77
C 1.00829 1.31661 4.58376 0.1998 -0.5886 0.3743 -1.19
N -1.86465 0.87828 7.49346 -1.3405 -0.2779 1.3041 0.18
C -1.21885 1.70223 8.50373 -0.2197 0.5442 -0.3061 -1.12
C -2.26618 -0.38661 8.12514 0.1009 -0.2633 -0.5181 -1.09
N -2.17635 2.24396 5.48275 -2.2244 -2.0842 -1.9055 0.07
C -3.49762 2.47227 6.09744 -0.3854 0.1502 0.6213 -0.96
C -2.41429 2.28690 4.02383 0.4231 0.5252 -0.5931 -1.30
H -0.09116 3.73008 5.26613 0.0129 0.1229 -0.0309 0.25
H 1.43727 3.32984 6.04464 0.0224 -0.3464 -0.1230 0.37
H -0.00361 3.38699 6.99712 -0.1822 -0.1875 -0.1573 0.16
H 0.68060 1.83850 3.68096 0.0567 0.2459 -0.2236 0.33
H 0.98174 0.24340 4.37381 -0.1562 0.0621 0.2109 0.32
H 2.05916 1.57019 4.76335 -0.1310 0.0883 0.0614 0.40
H -0.15664 1.46917 8.61129 0.1681 0.0798 0.0347 0.30
H -1.69234 1.58394 9.48700 -0.0402 -0.3169 -0.2920 0.41
H -1.35303 2.76150 8.27760 0.2239 0.0569 -0.0736 0.29
H -1.39998 -0.93658 8.51611 -0.1324 -0.0685 -0.0567 0.33
H -2.78621 -1.03161 7.40557 0.2152 0.0721 0.1613 0.32
H -2.96409 -0.21416 8.94902 0.0525 0.2801 -0.0527 0.35
H -4.14684 1.59651 5.99164 -0.0660 0.2012 0.0857 0.35
H -4.00370 3.33095 5.63900 0.3041 -0.1916 -0.3711 0.35
H -3.42054 2.73387 7.15513 0.1881 -0.3561 -0.1808 0.28
H -3.08999 1.48366 3.71075 -0.0767 0.2584 -0.1071 0.40
H -1.48240 2.17106 3.46322 0.0107 -0.0758 0.1333 0.17
H -2.83995 3.24979 3.71956 0.0391 -0.1941 0.1368 0.57
```
Forces are in eV/Å.

[3]
C24H45InN3O6 | ωB97M-V/def2-TZVPD

DFT total energy: -1746.995710 hartree
LUMO level: -2.3252 eV
Kohn-Sham gap: 6.43 eV
Maximum force: 0.00263 hartree/bohr
Charge: +1

```
79
Properties=species:S:1:pos:R:3:forces:R:3:mulliken_charge:R:1
In -0.36473 -0.05912 -0.48530 -0.0500 0.0123 -0.0557 0.95
C -2.66918 -2.66371 -0.48808 0.0596 -0.0364 -0.0268 -0.87
C -1.97866 -2.55207 -1.84255 0.0119 0.0405 -0.0143 -0.61
O -1.62092 -1.20242 -2.16817 -0.0873 -0.0317 0.0116 -0.22
C -2.66770 -0.37712 -2.69970 0.0353 -0.0461 0.0290 -0.92
C -3.44730 0.32957 -1.60882 -0.0086 -0.0073 -0.0496 -0.55
O -2.52737 0.92326 -0.69967 0.0053 0.0505 0.0090 0.14
C -2.96094 2.16430 -0.08926 -0.0550 -0.0703 0.0073 -0.48
C -2.32728 3.32854 -0.80931 -0.0282 0.0177 -0.0131 -0.87
O -0.92869 3.22365 -0.75115 0.0496 0.0114 -0.0543 0.06
C -0.24658 4.03266 0.20259 -0.0015 0.0122 -0.0103 -1.33
C 0.31708 3.20857 1.32809 0.0364 0.0535 0.0551 0.43
O -0.75191 2.61140 2.06631 0.0109 -0.0298 0.0113 -0.37
C -0.31125 1.81938 3.14357 0.0003 0.0609 0.0257 -0.84
C 0.27367 0.48744 2.71584 -0.0161 -0.0398 -0.0032 -0.64
O -0.61643 -0.27973 1.87631 0.0381 -0.0251 0.0458 0.03
C -1.91787 -0.53345 2.39964 0.0388 0.0720 0.0026 -0.54
C -2.42874 -1.77919 1.71786 -0.0214 -0.1004 -0.0195 -1.12
O -2.12473 -1.65055 0.33781 -0.0478 0.0769 0.0382 0.39
H -2.45285 -3.65127 -0.07036 -0.0293 0.0030 0.0112 0.35
H -3.75423 -2.53706 -0.55390 -0.0068 0.0178 -0.0129 0.50
H -2.60723 -2.95915 -2.63579 0.0004 -0.0296 0.0071 0.55
H -1.04459 -3.10639 -1.82010 -0.0001 0.0097 0.0035 0.15
H -3.33574 -0.98152 -3.31647 -0.0023 0.0089 -0.0053 0.52
H -2.16514 0.35230 -3.33154 0.0108 0.0082 -0.0081 0.25
H -4.10656 -0.34995 -1.06270 0.0004 0.0016 0.0121 0.17
H -4.06259 1.09791 -2.08321 -0.0038 0.0163 0.0196 0.74
H -2.61714 2.14303 0.94226 -0.0032 0.0070 -0.0190 -0.01
H -4.05158 2.20789 -0.11514 -0.0072 0.0007 -0.0087 0.53
H -2.68900 4.26650 -0.37543 0.0005 -0.0060 0.0098 0.50
H -2.61424 3.32015 -1.86630 -0.0096 -0.0007 0.0047 0.30
H -0.91718 4.80548 0.59058 -0.0054 -0.0007 -0.0039 0.48
H 0.58706 4.51258 -0.31543 0.0067 -0.0041 -0.0056 0.35
H 0.90144 3.86290 1.98671 0.0002 -0.0073 0.0161 0.53
H 0.97287 2.44196 0.91530 -0.0178 -0.0245 0.0091 -0.44
H -1.17527 1.67268 3.79472 -0.0103 0.0026 -0.0089 0.37
H 0.45157 2.34059 3.73597 0.0024 -0.0007 -0.0057 0.49
H 0.51357 -0.10981 3.60090 -0.0057 0.0069 0.0047 0.47
H 1.16947 0.61038 2.10782 0.0060 -0.0021 -0.0186 0.12
H -2.56800 0.32156 2.19827 0.0008 -0.0122 0.0128 0.12
H -1.87263 -0.69439 3.47925 0.0106 -0.0029 0.0042 0.61
H -3.50892 -1.87182 1.86889 0.0000 -0.0062 -0.0111 0.47
H -1.94566 -2.68000 2.11112 0.0107 0.0074 -0.0101 0.37
C 3.66223 1.80075 0.71509 0.0123 0.0048 0.0049 -1.32
C 3.05404 2.39411 -0.52494 -0.0287 -0.0546 0.0140 1.43
C 3.57340 3.56049 -1.06437 0.0089 -0.0085 -0.0087 -0.73
C 3.05917 4.11142 -2.23019 0.0171 0.0256 0.0016 -1.07
C 2.03177 3.45003 -2.88111 -0.0239 -0.0289 -0.0050 -0.93
C 1.49651 2.26865 -2.38218 -0.0036 -0.0179 0.0357 0.70
C 0.40295 1.57952 -3.13770 0.0162 0.0121 -0.0046 -0.78
C 1.96985 1.72787 -1.16038 0.0364 0.1048 -0.0775 0.16
N 1.50986 0.57000 -0.57719 0.0574 -0.0056 0.0453 -0.13
H 4.50417 2.40236 1.05777 -0.0053 -0.0034 -0.0023 0.45
H 4.01400 0.78287 0.53359 -0.0037 0.0034 -0.0072 0.24
H 2.93982 1.73258 1.53372 0.0046 0.0066 0.0002 0.13
H 4.40476 4.04371 -0.56250 -0.0073 -0.0015 0.0018 0.39
H 3.47193 5.02475 -2.63768 -0.0025 -0.0061 0.0054 0.39
H 1.64228 3.84955 -3.81152 0.0015 -0.0054 0.0090 0.38
H 0.25219 2.04524 -4.11238 -0.0038 0.0006 0.0114 0.53
H -0.54813 1.65813 -2.59170 0.0065 -0.0072 -0.0036 -0.40
H 0.62508 0.51877 -3.29492 -0.0067 0.0094 0.0123 0.25
C 2.81722 -3.31939 1.44058 0.0113 0.0034 0.0089 -1.63
C 1.61527 -4.07045 0.86489 -0.0168 0.0127 -0.0180 1.41
C 1.06000 -5.04053 1.90052 -0.0068 -0.0101 0.0116 -1.71
C 2.00794 -4.82098 -0.40199 0.0340 -0.0150 -0.0111 -1.75
N 0.48415 -3.16169 0.54557 -0.0100 -0.0434 -0.0290 0.19
N 0.81300 -2.08368 -0.32608 0.0438 0.0095 -0.0255 -0.41
H 3.58962 -4.02522 1.74714 -0.0056 0.0023 -0.0037 0.48
H 2.52945 -2.73824 2.32114 -0.0007 -0.0023 -0.0066 0.33
H 3.27565 -2.64555 0.71383 -0.0031 0.0019 0.0068 0.40
H 1.81943 -5.76699 2.18804 0.0002 0.0036 -0.0013 0.44
H 0.19944 -5.57910 1.50150 0.0056 0.0058 0.0023 0.35
H 0.75090 -4.51132 2.80670 0.0017 -0.0006 -0.0070 0.37
H 2.77165 -5.56458 -0.17331 -0.0105 0.0017 -0.0033 0.49
H 2.43235 -4.15487 -1.15674 -0.0080 0.0015 0.0099 0.32
H 1.14519 -5.33602 -0.82796 0.0009 0.0039 0.0078 0.37
H 0.18491 -2.71995 1.40929 -0.0128 0.0105 0.0042 -0.05
H 0.95068 -2.43933 -1.26698 -0.0106 -0.0725 0.0281 0.21
H 1.67945 -1.58893 -0.08897 -0.0066 0.0447 0.0075 0.37
```
Forces are in eV/Å.